[1]
Density functional theory data (the ωB97M-V functional and the def2-TZVPD basis) for C17H29N8ReS as an isolated structure.

Computed properties:
Gap between HOMO and LUMO (alpha / beta) = 6.18 / 7.54 eV
Total charge = +1
Multiplicity = 4
Electronic energy = -42975.0917 eV

The geometry in XYZ format:
```
56
Properties=species:S:1:pos:R:3:forces:R:3
Re -0.48034 -0.00616 0.89713 2.95 -0.14 -0.49
C -3.58256 1.83434 1.17269 0.38 -0.65 -1.09
C -3.15022 1.15068 0.02580 -0.47 -0.29 -0.33
C -2.49590 -0.10623 0.35456 -1.43 1.67 0.99
C -2.31724 -0.00845 1.84931 -3.33 -0.16 0.22
C -3.17573 1.10127 2.26750 1.27 0.43 0.47
H -4.15048 2.74416 1.10375 -0.05 0.19 0.38
H -3.35046 1.54046 -0.97963 0.11 -0.43 0.31
H -2.79398 -1.00157 -0.11396 -0.20 -1.03 -0.66
H -2.38051 -0.86944 2.51298 0.35 -0.19 -0.11
H -3.39329 1.40236 3.29353 0.22 -0.35 -0.20
S 0.78343 -0.09506 2.60799 0.25 -0.14 0.58
C 1.84649 1.85316 0.11088 0.67 0.60 -0.33
N 0.32691 1.80650 0.23223 0.63 0.91 0.50
C -0.19433 2.03705 -1.14236 -0.51 0.02 -0.83
N 0.17760 3.33766 -1.65948 1.41 -0.28 0.68
C 1.67808 3.31524 -1.72863 -0.47 -0.04 -0.16
N 2.31381 3.14472 -0.41433 -0.87 -0.98 0.04
C 1.88469 4.26912 0.45000 -0.08 -2.13 0.13
N 0.44558 4.22831 0.63002 -1.13 -0.35 -0.50
C -0.00217 2.95825 1.14326 -0.12 0.09 0.80
C -0.22950 4.35702 -0.66458 -0.92 0.01 -0.21
H 2.10784 1.11214 -0.64136 0.17 -0.32 0.16
H 2.31810 1.62017 1.07439 -0.39 0.11 -0.25
H -1.28630 1.96041 -1.14401 0.37 -0.02 0.12
H 0.23595 1.20989 -1.76203 -0.41 0.69 0.17
H 2.01187 4.23959 -2.18160 0.14 0.18 -0.10
H 1.94595 2.46106 -2.36569 0.10 0.36 0.05
H 2.18681 5.09978 -0.12633 0.20 1.51 0.04
H 2.36981 4.17355 1.42594 0.07 0.29 -0.22
H -1.07975 2.95345 1.32953 0.07 0.19 -0.28
H 0.46424 2.71586 2.08944 0.27 0.02 0.23
H -0.06029 5.35232 -1.03151 0.25 0.36 -0.49
H -1.33254 4.24406 -0.53846 0.74 0.15 0.14
C -0.30882 -2.35024 -1.36727 0.14 0.47 -0.43
N 0.14040 -3.66964 -1.80944 -0.15 -0.65 1.52
C 1.58673 -3.79222 -1.65058 0.63 -0.17 0.37
N 2.03571 -3.52981 -0.24492 -0.80 -0.17 -0.85
C 1.58384 -2.22724 0.16362 1.23 0.67 0.53
N 0.07443 -2.03036 0.08910 0.10 -1.13 -0.96
C -0.47424 -3.14963 0.91446 -0.44 -0.24 1.62
N -0.03839 -4.47311 0.53619 -0.12 0.02 -1.20
C -0.44733 -4.70286 -0.86202 -0.16 -0.01 -0.62
C 1.41211 -4.54593 0.60861 0.51 -0.53 -0.54
H -1.39869 -2.27454 -1.44628 0.15 -0.21 0.12
H 0.09946 -1.56617 -2.05523 -0.02 -0.56 0.70
H 2.09955 -3.13502 -2.33895 0.13 0.48 -0.04
H 1.90855 -4.80750 -1.92322 -0.27 0.22 0.15
H 2.06322 -1.49428 -0.51121 -0.33 -0.05 0.33
H 1.93558 -2.02626 1.21696 -0.61 -0.18 -1.11
H -1.58356 -3.17044 0.91382 0.55 0.44 -0.10
H -0.09568 -2.93658 1.93791 -0.46 -0.20 -0.41
H -1.52318 -4.57385 -0.94756 -0.20 -0.18 0.17
H -0.19957 -5.75261 -1.18322 0.03 1.20 0.23
H 1.77598 -5.53107 0.24803 -0.38 0.47 0.40
H 1.71237 -4.39633 1.63423 0.22 0.03 0.36
```
Positions in Å, forces in eV/Å.

=====

[2]
Density functional theory data (the ωB97M-V functional and the def2-TZVPD basis) for a 11-piece molecular cluster, C36H92N2O11 overall.

Computed properties:
Gap between HOMO and LUMO = 8.38 eV
ΔE to the lowest compared entry with this formula, charge and spin = 95.7 kcal/mol
Total charge = 0
SMILES = CC1(C)CCCC(C)(C)N1O.CC1(C)CCCC(C)(C)N1O.CCO.CCO.CCO.CCO.CCO.CCO.CCO.CCO.CCO
Multiplicity = 1
Electronic energy = -64318.4719 eV

The geometry in XYZ format:
```
141
Properties=species:S:1:pos:R:3:forces:R:3
C 1.34137 1.38571 -4.72901 -0.86 0.64 -0.87
C 2.48332 0.92910 -3.84871 -0.63 1.73 -0.61
O 3.25960 0.07406 -4.59468 0.74 -1.91 -0.38
H 0.92313 2.35381 -4.44981 -0.30 -0.16 0.62
H 0.55360 0.64514 -4.86877 -0.06 -0.09 0.62
H 1.56585 1.58551 -5.77798 1.04 -0.14 0.01
H 2.07313 0.51120 -2.92908 0.25 -0.14 0.06
H 3.14672 1.76908 -3.63347 -0.37 0.47 0.58
H 3.53477 -0.62299 -3.99207 0.26 -0.38 -0.06
C -6.14574 -1.53006 -2.51768 -0.30 0.05 -0.74
C -6.36759 -1.28756 -4.04154 1.38 -0.22 2.06
O -7.61225 -1.79419 -4.37278 -1.27 0.02 -0.67
H -6.17789 -2.61055 -2.37644 0.17 0.01 0.33
H -6.97170 -1.08574 -1.96215 -0.05 -0.03 -0.03
H -5.22279 -1.09813 -2.13011 0.15 -0.12 -0.13
H -5.57052 -1.81703 -4.56481 0.11 0.27 -0.31
H -6.28827 -0.21140 -4.19652 -0.28 -0.04 -0.54
H -7.54181 -2.65410 -4.79269 0.13 0.08 0.02
C 4.84488 -1.73081 1.71470 -1.91 -1.68 0.33
C 5.30706 -3.13234 1.27109 1.78 0.79 1.02
O 4.64915 -3.64962 0.15371 -0.69 0.14 -1.03
H 5.56861 -1.22135 2.34879 0.05 0.21 -0.54
H 3.97046 -1.92631 2.33876 0.01 0.13 0.54
H 4.32410 -1.18790 0.92568 0.99 0.45 -0.38
H 5.26815 -3.86090 2.08244 -0.39 0.13 0.32
H 6.37954 -3.05165 1.08278 0.21 -0.01 -0.40
H 5.21980 -4.33047 -0.21089 -0.10 -0.14 -0.03
C 1.97344 -8.83406 -1.77224 -0.14 -0.06 1.20
C 2.34831 -7.35150 -1.80746 0.34 -0.99 -0.87
O 2.23945 -6.73367 -0.52981 -0.37 0.01 -0.44
H 1.93671 -9.40171 -2.70150 0.35 0.58 -0.29
H 0.99144 -8.98776 -1.32309 -0.16 0.31 0.02
H 2.65630 -9.34584 -1.09322 0.14 -0.09 -0.08
H 1.75515 -6.84138 -2.56766 -0.21 0.21 0.12
H 3.39662 -7.24191 -2.08950 0.10 -0.21 -0.38
H 2.52222 -5.83966 -0.74009 -0.04 0.34 0.66
C 2.22775 -5.24148 3.99600 0.74 0.78 0.24
C 1.53123 -5.58849 2.70843 0.34 -1.91 0.75
O 2.01226 -6.92083 2.31580 -0.34 1.29 0.35
H 1.80974 -4.31926 4.40173 -0.15 0.02 0.12
H 3.29488 -5.05057 3.87573 0.11 -0.09 -0.23
H 2.14630 -6.02264 4.75159 -0.26 -0.11 -0.17
H 1.65754 -4.83366 1.93281 0.06 -0.11 -0.04
H 0.48999 -5.67887 3.02145 -0.39 0.07 -0.68
H 1.97308 -7.00784 1.35879 -0.06 0.07 -0.22
C 5.18139 1.70164 4.44491 -0.25 1.35 1.44
C 3.96032 1.04301 5.03382 0.51 -1.55 -1.37
O 2.99271 1.01655 4.00814 -0.98 0.71 -0.52
H 4.97289 2.77215 4.41583 -0.03 0.13 -0.61
H 5.49513 1.34138 3.46668 -0.01 -0.19 0.29
H 5.92751 1.66962 5.24003 0.59 -0.41 -0.41
H 3.62986 1.50924 5.96221 -0.05 0.03 0.00
H 4.20713 -0.01375 5.15131 0.17 -0.09 0.96
H 2.25663 0.44354 4.23701 0.00 -0.06 0.18
C -2.17307 0.29171 -4.25583 1.06 0.96 -0.23
C -2.45021 0.66662 -5.72043 -1.27 -0.47 -0.42
O -1.93080 -0.23031 -6.67461 0.46 -1.29 -0.19
H -1.87449 -0.74771 -4.11752 0.20 -0.03 -0.35
H -2.97408 0.42837 -3.52949 -0.30 0.34 -0.41
H -1.34290 0.93227 -3.95792 0.09 -0.36 0.57
H -2.05660 1.55985 -6.20635 -0.06 0.82 1.40
H -3.53714 0.69278 -5.82075 -0.24 0.16 -0.26
H -1.85321 -1.10409 -6.28326 -0.07 -0.12 -0.06
C 6.17926 -0.26541 -2.21376 1.90 0.15 -0.61
C 5.79585 -1.47930 -3.04307 -0.26 1.25 0.29
O 4.47508 -1.71952 -2.66871 -1.71 -1.18 -0.17
H 6.11133 -0.46208 -1.14403 -0.01 -0.02 -0.03
H 5.65544 0.65725 -2.46266 -0.61 -0.40 -0.09
H 7.20753 -0.01363 -2.48093 0.37 0.04 0.42
H 6.38673 -2.38265 -2.88895 0.41 0.22 0.07
H 5.77929 -1.23315 -4.10506 0.22 -0.05 -0.04
H 4.48747 -2.31945 -1.91885 -0.30 -0.02 0.28
C -1.74942 -3.06135 5.91246 0.41 0.86 -1.16
C -0.86524 -1.87246 5.52557 -0.94 -0.15 0.88
O 0.47782 -2.20439 5.62201 1.67 -0.40 -0.27
H -1.57734 -3.89655 5.23336 0.18 -0.10 0.13
H -2.76379 -2.71461 5.71349 -0.32 -0.35 0.80
H -1.46204 -3.31715 6.93169 -0.71 -0.25 0.05
H -0.95439 -1.13051 6.32107 -1.05 0.67 -0.47
H -1.09927 -1.47151 4.53954 0.08 0.04 0.04
H 0.62619 -2.14744 6.56886 0.71 -0.28 -0.07
C -3.02830 0.14357 0.17563 0.15 -1.42 -0.03
C -1.50413 -0.03708 0.25817 1.50 2.84 0.40
C -1.19198 -0.03688 1.75693 -0.24 -0.28 0.47
C 0.29364 -0.24114 2.08457 -1.08 -0.70 0.83
C 0.76253 -1.52821 1.47058 0.13 -0.78 -0.97
C 0.38559 -1.86146 -0.02245 -0.22 1.34 -0.42
N -0.95251 -1.25802 -0.33873 -1.52 0.74 1.99
O -1.47463 -1.30368 -1.64919 0.95 -0.79 -0.22
C 1.46465 -1.30549 -0.97908 -0.70 -1.41 -0.25
C 0.19105 -3.37607 -0.22552 0.86 0.77 0.09
C -0.87830 1.30980 -0.29124 0.25 -0.34 0.22
H -3.45490 -0.75812 0.61887 -0.32 -0.21 -0.15
H -3.42248 0.24664 -0.83488 0.10 0.21 0.05
H -3.35726 0.94816 0.83267 0.19 0.26 -0.31
H -1.66411 0.74416 2.35504 0.40 1.02 -0.69
H -1.88867 -0.80339 2.10458 0.86 -1.13 0.46
H 0.40574 -0.47769 3.14429 -0.25 0.34 0.35
H 1.00815 0.57223 1.95823 -0.52 0.35 -0.64
H 0.38153 -2.35224 2.07512 -0.02 -0.07 0.10
H 1.84278 -1.48200 1.61443 0.17 -0.68 -0.49
H 1.08698 -1.38880 -1.99917 -0.29 0.55 -0.09
H 1.77425 -0.28860 -0.74189 0.22 -0.20 -0.01
H 2.24228 -2.06922 -1.02320 0.70 0.53 0.49
H 1.11133 -3.92295 -0.01702 0.14 0.08 0.12
H -0.56870 -3.72623 0.47251 -0.22 -0.15 -0.42
H -0.00196 -3.52109 -1.28862 -0.53 -0.33 0.11
H -0.86094 1.40296 -1.37724 -0.34 -0.06 -0.03
H 0.14415 1.48823 0.04446 0.24 -0.49 -0.04
H -1.39523 2.14766 0.17819 -0.42 0.06 -0.32
H -2.11829 -2.00706 -1.52935 -0.21 -0.09 -0.49
C -3.04337 8.72035 1.75208 0.28 0.88 -0.25
C -2.53619 7.45024 1.12494 -0.50 -1.74 -1.01
C -2.74070 6.36482 2.17841 -0.65 -1.88 0.25
C -2.63769 4.88597 1.68288 -0.48 1.00 -0.82
C -3.76651 4.77411 0.65393 -0.22 -0.39 0.47
C -3.65260 5.68358 -0.55101 -0.38 0.63 -0.84
N -3.40740 7.11534 -0.06259 -0.73 -1.23 1.04
O -3.53348 8.15428 -1.03182 0.75 -1.00 0.81
C -2.59310 5.13615 -1.52397 1.21 1.16 0.06
C -4.98163 5.73002 -1.30481 -0.63 1.28 -0.29
C -1.06475 7.50204 0.74944 0.63 0.71 -0.59
H -4.12392 8.84830 1.69396 0.00 -0.44 -0.02
H -2.62529 9.57697 1.22244 0.12 0.19 0.27
H -2.74473 8.70302 2.80026 0.09 0.42 -0.01
H -2.06806 6.50347 3.02503 -0.04 0.38 0.01
H -3.78398 6.44904 2.48549 0.05 0.26 0.53
H -2.87957 4.08643 2.38338 0.36 0.49 0.72
H -1.62514 4.71907 1.31396 -0.08 -0.30 -0.33
H -4.68941 4.97182 1.20214 -0.08 0.66 0.08
H -4.00020 3.74486 0.37691 0.65 -0.17 -0.64
H -1.61787 5.39106 -1.10642 0.23 -0.17 -0.01
H -2.54138 4.07472 -1.76601 -0.63 -0.10 0.36
H -2.62946 5.67243 -2.47309 -0.17 0.05 -0.10
H -5.15149 4.95322 -2.05002 0.03 -0.45 0.51
H -5.82914 5.92273 -0.64583 -0.08 -0.80 0.31
H -5.06273 6.64828 -1.88827 0.62 0.06 -0.25
H -0.97727 8.10778 -0.15403 0.23 0.24 -0.05
H -0.56461 6.56431 0.50687 -0.50 -0.31 0.10
H -0.42450 7.96641 1.50026 -0.22 0.19 0.19
H -2.65475 8.17288 -1.42353 0.16 0.31 -0.52
```
Positions in Å, forces in eV/Å.

=====

[3]
Density functional theory data (the ωB97M-V functional and the def2-TZVPD basis) for C23H20ClIN5OPdS as an isolated structure.

Computed properties:
Gap between HOMO and LUMO (alpha / beta) = 3.94 / 4.03 eV
Total charge = +1
Multiplicity = 1
Electronic energy = -68603.3512 eV

The geometry in XYZ format:
```
53
Properties=species:S:1:pos:R:3:forces:R:3
Pd -0.55257 -0.04359 -0.10248 1.75 0.16 -0.45
O 1.10309 -2.04905 3.19145 0.30 -0.50 0.08
C 0.54318 -1.68879 2.16799 -0.39 0.45 0.35
N 0.04977 -0.46417 1.94117 -1.15 -0.02 -1.42
C 0.74091 0.64938 2.52927 0.13 -0.02 0.21
C 1.65471 1.26978 1.49126 0.30 0.22 0.08
C 2.59018 2.23952 1.83473 -0.01 -0.09 -0.15
C 3.44662 2.71881 0.85959 -0.12 -0.11 -0.04
C 3.37114 2.19629 -0.42575 0.02 -0.11 0.02
C 2.41492 1.23332 -0.68886 0.30 0.18 0.15
N 1.56384 0.81195 0.24038 -0.09 0.06 0.13
C 0.43546 -2.62886 0.98941 0.43 -0.41 0.08
C 0.57149 -4.00399 1.13295 -0.10 0.13 0.01
C 0.74654 -4.77404 -0.00511 -0.07 0.07 -0.02
C 0.82155 -4.14788 -1.24172 0.07 0.05 0.01
C 0.66159 -2.77208 -1.29882 0.30 -0.40 -0.10
N 0.45893 -2.04629 -0.20999 -0.19 -0.04 -0.21
H 1.36055 0.29455 3.36808 -0.24 0.22 -0.07
H 0.03376 1.40108 2.89695 0.13 0.00 0.06
H 2.65130 2.58559 2.85504 0.01 0.06 0.10
H 4.17955 3.47226 1.10311 0.08 0.08 0.01
H 4.04861 2.51311 -1.20160 0.06 0.06 -0.08
H 2.32949 0.76127 -1.66001 -0.04 0.14 -0.03
H 0.57360 -4.43200 2.12417 0.05 0.01 0.08
H 0.85481 -5.84491 0.07431 0.03 -0.10 -0.01
H 1.01827 -4.71099 -2.13978 -0.01 -0.05 -0.11
H 0.72664 -2.22366 -2.23061 -0.09 -0.06 -0.04
I -3.85233 -1.43254 -3.10598 0.81 -0.71 1.26
Cl -1.32286 2.37683 0.26387 -0.74 0.69 0.65
C -0.40933 2.99097 -1.06608 0.70 -0.44 -1.41
C 0.11663 4.26146 -1.01652 0.05 0.10 -0.05
C 0.95762 4.69157 -2.03632 0.00 -0.18 -0.10
C 1.28729 3.83151 -3.08181 0.04 0.51 0.29
C 0.74322 2.57267 -3.14241 -0.83 -0.45 0.62
C -0.16336 2.10831 -2.15383 0.71 2.00 0.15
C -0.78109 0.84279 -2.25401 -1.07 -2.44 2.17
H -0.10943 4.91488 -0.18797 -0.03 0.02 0.11
H 1.35576 5.69349 -2.00763 0.08 0.07 0.03
H 1.96814 4.16807 -3.84797 0.05 0.01 -0.12
H 0.96445 1.91004 -3.96416 0.07 -0.07 -0.16
H -0.54115 0.25715 -3.13563 -0.03 -0.13 0.16
H -1.81573 0.73437 -1.89413 0.12 0.50 -0.86
S -2.41735 -2.76177 -1.44362 -0.60 -0.25 -1.95
C -2.80108 -2.15701 0.09287 -1.22 0.32 1.63
N -3.38155 -3.01213 1.02791 0.40 1.58 -0.44
C -3.84513 -2.53212 2.21033 0.35 -0.71 -0.50
C -3.71123 -1.20862 2.49443 0.51 1.11 -0.72
C -3.07638 -0.38300 1.53242 -0.78 -0.86 1.20
N -2.62021 -0.86217 0.38585 -0.23 -0.46 -0.72
H -3.52170 -3.97946 0.76521 0.01 -0.04 -0.01
H -4.32220 -3.23575 2.87420 0.04 -0.13 0.01
H -4.10096 -0.79155 3.40630 -0.04 0.01 0.11
H -2.99795 0.68541 1.68950 0.16 -0.02 0.03
```
Positions in Å, forces in eV/Å.

=====

[4]
Density functional theory data (the ωB97M-V functional and the def2-TZVPD basis) for one molecule with the formula CH3IS.

Computed properties:
Gap between HOMO and LUMO = 9.41 eV
ΔE to the lowest compared entry with this formula, charge and spin = 16.5 kcal/mol
Total charge = 0
SMILES = SCI
Multiplicity = 1
Electronic energy = -20020.2010 eV

The geometry in XYZ format:
```
6
Properties=species:S:1:pos:R:3:forces:R:3
C -0.39687 0.04137 -0.01125 -4.41 0.67 4.58
S 0.79206 1.03118 -0.67317 0.38 2.54 -0.45
I 0.26763 -1.41730 1.47069 0.10 -0.07 -0.29
H -1.03229 0.81019 0.87599 1.55 -2.31 -3.23
H -1.13867 -0.51184 -0.63364 0.77 0.70 0.38
H 1.50814 0.04641 -1.02861 1.61 -1.53 -0.99
```
Positions in Å, forces in eV/Å.